Entry 1:
This record from the OMol25 dataset describes a cluster of 2 separate species, C2H8S2Si in total. The level of theory is ωB97M-V/def2-TZVPD.

Results
HOMO-LUMO gap ... 7.850 eV
Structure (SMILES) ... [SiH3]C=S.CS
Highest occupied orbital energy ... -8.580 eV
ΔE to the lowest compared entry with this formula, charge and spin ... 95.3 kcal per mole
Net charge ... 0
LUMO energy ... -0.7 eV
Molar mass ... 124.31 g mol⁻¹
Maximum force ... 0.0516 Eh/bohr

Geometry (Å):
C (-2.3605, 1.1887, 1.4420)
H (1.5944, 1.8644, 1.9834)
H (-1.8494, 2.1586, 1.0000)
H (3.3945, 0.7682, 1.6933)
S (2.1071, 2.2237, -1.4823)
C (1.9068, 0.8886, -0.5839)
H (-3.4041, 1.3969, 1.7694)
Si (1.9294, 0.6275, 1.2851)
H (-3.6482, -0.1534, 0.1145)
S (-2.2533, -0.1243, 0.1707)
H (1.2014, -0.7944, 1.4126)
H (1.9184, 0.0067, -1.2453)
H (-1.7291, 0.9423, 2.3194)

Forces on atoms 1 to 6 (eV/Å):
1.61 2.10 -0.19
-1.09 0.03 0.20
-1.36 -1.77 0.88
-0.54 -0.93 -0.31
-0.20 0.07 0.72
0.47 0.02 -1.27



Entry 2:
This record from the OMol25 dataset describes a cluster of 2 separate species, C2H8S3 in total. The level of theory is ωB97M-V/def2-TZVPD.

Results
HOMO-LUMO gap ... 8.713 eV
Structure (SMILES) ... CSC.SS
Highest occupied orbital energy ... -8.528 eV
ΔE to the lowest compared entry with this formula, charge and spin ... 27.2 kcal per mole
Net charge ... 0
LUMO energy ... 0.2 eV
Molar mass ... 128.29 g mol⁻¹
Maximum force ... 0.0698 Eh/bohr

Geometry (Å):
C (1.0709, 0.2613, 0.9540)
H (0.5347, -0.6691, 0.9354)
S (-2.8973, -0.4374, 0.6108)
C (1.4106, -0.7289, -1.7021)
H (2.4595, -1.1403, -2.0861)
H (0.9205, -0.4161, -2.6697)
H (-3.0970, -0.7331, 1.9238)
H (2.0008, 0.1331, 1.6500)
S (1.4803, 0.8999, -0.6462)
H (0.3798, 0.8510, 1.6220)
H (0.9194, -1.5562, -1.2534)
S (-2.8377, 1.6381, 0.9344)
H (-2.3444, 1.8975, -0.2728)

Forces on atoms 1 to 6 (eV/Å):
0.99 0.08 3.43
0.04 -0.65 -0.44
-0.10 -0.10 0.45
2.39 1.58 -2.16
-1.87 1.17 1.29
0.18 -0.42 1.21